Record 1
Entry from the OMol25 dataset: a 2-piece molecular cluster, C4H9BrO2 overall in a non-equilibrium geometry (ωB97M-V/def2-TZVPD).

Results
Gap between HOMO and LUMO (alpha / beta), eV: 6.70 / 6.69
E_HOMO (alpha / beta), eV: -9.320 / -9.322
Net charge: 0
Multiplicity: 1
E, Ha: -2882.04164
LUMO level (alpha / beta), eV: -2.62 / -2.63
Energy above the lowest of the compared OMol25 structures with the same formula, charge and spin, eV: 7.326

Positions of all 16 atoms, in Å:
O -2.501761 0.663427 -0.958869
H 0.777795 0.193705 2.146561
C 0.587037 1.087074 -0.861518
C -0.097789 0.216746 1.488171
H 1.596187 1.281409 -0.857277
O -0.911167 -0.698796 -0.544722
H 0.016118 1.844342 -0.442407
C 0.186323 -0.109097 0.016649
H 0.614130 -2.177058 -0.388541
H -0.733355 1.236620 1.612423
H -0.849986 -0.642903 1.819533
H 0.180245 0.941450 -1.953124
H 1.728631 -1.121767 -1.229470
H 1.907008 -1.428803 0.403056
Br -3.694111 0.048885 0.043278
C 1.194694 -1.335238 -0.293737

Cartesian forces, eV/Å:
O 3.6 -0.7 -0.6
H -0.2 0.3 -0.2
C -2.5 -1.9 -2.1
C -2.7 -0.2 0.8
H 2.3 0.6 0.1
O -2.3 1.2 -0.8
H -0.8 2.0 0.5
C 0.3 -0.3 -0.9
H -1.0 -2.2 -0.2
H 1.7 -2.3 -0.4
H 1.7 1.8 -0.4
H 1.0 0.0 2.1
H -0.5 -0.1 0.1
H 2.4 -0.3 3.1
Br -1.7 -0.8 1.3
C -1.4 2.9 -2.4



Record 2
Entry from the OMol25 dataset: one molecule with the formula C4H9BrO2 in a non-equilibrium geometry (ωB97M-V/def2-TZVPD).

Results
Gap between HOMO and LUMO (alpha / beta), eV: 7.88 / 7.47
E_HOMO (alpha / beta), eV: -7.231 / -9.800
Net charge: 0
Multiplicity: 3
E, Ha: -2882.00351
LUMO level (alpha / beta), eV: 0.64 / -2.33
<S²>: 2.01
Energy above the lowest of the compared OMol25 structures with the same formula, charge and spin, eV: 1.944

Positions of all 16 atoms, in Å:
H 0.826573 -1.798472 -0.617432
C -0.141552 0.454889 -1.286362
O 0.040863 0.960389 1.158174
H 0.879531 0.716829 -1.803655
H -1.606489 -0.879524 1.173024
H 0.942214 -1.670998 1.087994
H 2.026010 -0.880441 0.137461
C -0.005695 0.022215 0.146661
H -1.971430 -0.057064 -0.279257
O 0.862100 3.164882 2.453092
C -1.294916 -0.765830 0.161510
Br 1.045780 2.535844 1.011266
C 1.040923 -1.199355 0.200176
H -0.838987 1.402357 -1.303341
H -0.593698 -0.375911 -1.827540
H -1.211227 -1.629809 -0.411771

Cartesian forces, eV/Å:
H -0.3 -1.3 -1.4
C 2.0 3.6 -1.6
O -2.5 -3.5 1.1
H -1.8 -0.2 0.8
H -0.4 -0.8 0.9
H -0.5 -1.8 2.8
H 2.1 0.8 -0.3
C 0.7 -3.7 -1.4
H -1.2 -0.2 -0.1
O -0.7 0.8 3.1
C -1.2 2.5 2.2
Br 3.3 2.8 -4.0
C -0.9 4.0 -0.6
H 1.3 -1.8 -0.3
H 0.2 0.5 -0.3
H -0.1 -1.5 -0.6



Record 3
Entry from the OMol25 dataset: a 2-piece molecular cluster, C4H9BrO2S overall in a non-equilibrium geometry (ωB97M-V/def2-TZVPD).

Results
Gap between HOMO and LUMO (alpha / beta), eV: 7.32 / 5.68
E_HOMO (alpha / beta), eV: -9.707 / -8.895
Net charge: 0
Multiplicity: 1
E, Ha: -3280.37469
LUMO level (alpha / beta), eV: -2.39 / -3.21
Energy above the lowest of the compared OMol25 structures with the same formula, charge and spin, eV: 2.332

Positions of all 17 atoms, in Å:
H 0.568429 1.917937 -1.076028
H -2.219910 -0.500979 -0.936176
H -2.172720 -0.030642 0.761204
H 0.018999 0.593036 -2.067208
C 0.541797 0.871947 -1.094635
H 0.651039 1.653758 1.530529
Br 3.430775 -0.989455 0.567336
O -0.274389 -2.213443 -1.499308
H 1.514874 0.514676 -0.976117
C -0.212108 0.246842 0.052679
H 1.459612 -0.034660 1.154382
S 0.136798 -1.692622 -0.239692
H -0.034193 0.074300 2.202362
C 0.527399 0.519685 1.327761
H -2.056531 1.195417 -0.489135
C -1.760112 0.254153 -0.161708
O -0.119758 -2.379951 0.943754

Cartesian forces, eV/Å:
H -0.2 1.7 0.5
H 1.5 1.3 1.2
H -1.0 0.0 1.3
H 1.1 0.1 1.0
C -2.4 -1.6 -1.5
H 0.1 -1.9 -0.6
Br -0.6 -0.4 -0.5
O 0.1 0.1 -0.4
H 1.9 -0.5 -0.6
C -0.6 0.4 -1.7
H 0.3 0.7 0.8
S 1.4 1.5 -1.4
H 0.8 0.5 -0.8
C -2.0 0.5 1.4
H -0.5 1.8 -0.3
C 0.9 -2.8 -0.7
O -0.6 -1.5 2.4



Record 4
Entry from the OMol25 dataset: a 2-piece molecular cluster, C4H9BrOSi overall in a non-equilibrium geometry (ωB97M-V/def2-TZVPD).

Results
Gap between HOMO and LUMO, eV: 8.27
E_HOMO, eV: -7.907
Net charge: 0
Multiplicity: 1
E, Ha: -3096.47620
LUMO level, eV: 0.37
Energy above the lowest of the compared OMol25 structures with the same formula, charge and spin, eV: 2.672

Positions of all 16 atoms, in Å:
O -2.177673 1.064646 0.443393
H -0.498770 -2.821279 0.008088
H 1.339186 -0.079346 0.711067
Br -3.131994 -2.270344 1.633601
H 1.367858 0.837678 -1.956487
C 0.572360 0.165940 -1.700721
H 2.270695 1.537853 0.229532
C 0.122776 1.063861 -0.441448
H 0.710871 -0.910754 -1.399841
H -0.486701 -1.858237 2.532597
Si -0.986928 -2.026335 1.127784
C 1.323756 1.035348 0.537019
H -0.063482 0.172410 -2.688137
C -1.098680 0.537300 0.281838
H 0.899572 1.506107 1.471545
H -0.162846 2.045152 -0.789831

Cartesian forces, eV/Å:
O 2.7 -1.1 -0.3
H 0.2 -0.6 0.2
H 1.0 1.1 0.3
Br 0.0 -0.2 -0.4
H 1.5 -0.9 -0.5
C -2.4 0.6 -0.4
H -0.9 -0.7 0.0
C 0.2 -1.0 -1.1
H 0.6 1.3 -0.3
H 0.6 -0.6 -0.7
Si -0.8 3.8 0.2
C -1.9 -0.3 0.9
H 0.5 0.1 2.2
C -2.3 -1.5 0.6
H 1.0 -0.4 -0.6
H 0.1 0.5 -0.1



Record 5
Entry from the OMol25 dataset: an isolated ion of composition C4H9Cl3N and charge +1 in a non-equilibrium geometry (ωB97M-V/def2-TZVPD).

Results
Gap between HOMO and LUMO, eV: 11.68
E_HOMO, eV: -15.135
Net charge: +1
Multiplicity: 1
E, Ha: -1592.84259
LUMO level, eV: -3.46
SMILES: CC(C)([NH3+])C(Cl)(Cl)Cl
Energy above the lowest of the compared OMol25 structures with the same formula, charge and spin, eV: 0.000

Positions of all 17 atoms, in Å:
H 0.005714 1.945756 0.729439
H -1.030040 1.195936 -0.541482
H 0.770984 -1.841776 -0.984984
H 0.858178 0.040970 2.007120
H 0.547843 2.056829 -1.078573
H 0.086697 -0.646520 -2.042885
C 0.489401 0.056876 -0.110690
Cl 2.751161 0.634768 -1.560306
H -0.846308 -0.332605 1.680294
N 0.140333 -0.390500 1.265442
C -0.049208 1.452679 -0.262596
C 2.248195 0.070577 0.024004
C -0.036269 -1.052801 -1.075166
Cl 2.812849 1.062093 1.315778
Cl 2.844020 -1.568353 0.231522
H 0.505014 -1.341377 1.097527
H -1.066934 -1.294535 -0.914751

Cartesian forces, eV/Å:
H -0.2 0.1 -0.8
H -1.7 0.9 -0.5
H -1.7 0.1 -0.2
H -1.9 -0.7 -1.7
H -1.6 -1.2 1.6
H -0.1 0.3 -1.2
C 1.8 0.6 0.5
Cl 0.3 0.3 0.0
H 1.6 -0.2 -1.2
N 1.5 -0.5 2.7
C 2.5 0.8 -0.8
C -2.6 -0.5 -1.9
C 3.1 0.9 1.0
Cl -0.1 0.5 0.4
Cl 0.1 -0.4 0.4
H -0.9 -0.5 1.5
H -0.4 -0.5 0.3



Record 6
Entry from the OMol25 dataset: a 2-piece molecular cluster, C4H9ClFP overall in a non-equilibrium geometry (ωB97M-V/def2-TZVPD).

Results
Gap between HOMO and LUMO, eV: 8.29
E_HOMO, eV: -8.242
Net charge: 0
Multiplicity: 1
E, Ha: -1059.10888
LUMO level, eV: 0.05
Energy above the lowest of the compared OMol25 structures with the same formula, charge and spin, eV: 1.629

Positions of all 16 atoms, in Å:
H 2.099619 -1.267929 -0.448583
C 1.388345 0.704947 -0.243017
H 1.664426 1.749805 -0.105367
F 1.104498 0.672433 -1.531448
H -1.571182 1.187920 -0.927769
H -0.983618 -2.293176 0.621175
H 2.341479 -0.884007 1.119519
C -1.407400 -1.371156 0.067100
C -1.886580 1.261921 0.147386
H -1.004018 -1.269760 -0.957142
H -1.900922 2.225385 0.555011
H -2.990726 1.060340 0.295338
C 2.322161 -0.415366 0.129743
Cl 4.104230 0.174101 0.034236
H -2.468775 -1.624236 0.239213
P -0.811537 0.088779 1.004605

Cartesian forces, eV/Å:
H 0.3 -0.7 -1.6
C -1.6 -0.9 2.5
H 0.1 -0.2 1.3
F -0.7 -0.6 -2.4
H -0.8 0.6 0.8
H 0.1 1.3 -1.2
H -0.6 1.1 0.2
C 1.4 -2.0 1.4
C -1.2 -1.0 -1.2
H -0.8 -0.6 0.2
H 0.9 1.8 0.3
H 1.1 -0.7 -0.5
C 0.9 1.1 1.4
Cl -0.9 -0.6 -0.4
H 0.2 0.9 -0.7
P 1.6 0.5 0.0



Record 7
Entry from the OMol25 dataset: a 2-piece molecular cluster, C4H9ClN2 overall in a non-equilibrium geometry (ωB97M-V/def2-TZVPD).

Results
Gap between HOMO and LUMO (alpha / beta), eV: 5.28 / 9.11
E_HOMO (alpha / beta), eV: -6.053 / -8.627
Net charge: 0
Multiplicity: 1
E, Ha: -727.28573
LUMO level (alpha / beta), eV: -0.78 / 0.48
Energy above the lowest of the compared OMol25 structures with the same formula, charge and spin, eV: 5.475

Positions of all 16 atoms, in Å:
H 0.058800 3.223709 0.407810
Cl 2.376579 0.417619 0.399738
H -2.444665 -0.716494 1.388431
H -1.948328 -1.333960 -0.306669
H 1.003759 -1.798135 -1.342714
H -0.736625 -1.185987 1.072230
H -0.801421 3.169963 -1.169129
H 0.903841 2.369748 -0.919834
N -1.688597 0.562590 0.142162
C -1.747157 -0.788285 0.613577
C 1.458470 -1.880715 -0.292610
N 1.275636 -0.817203 0.618900
H 0.698206 -2.695125 0.257840
C -0.744676 1.321242 -0.029051
C -0.095566 2.512763 -0.447323
H 2.431741 -2.361736 -0.393360

Cartesian forces, eV/Å:
H -0.1 -0.9 -0.5
Cl 1.1 0.7 -0.3
H -1.6 -1.0 0.8
H -0.7 -0.7 0.6
H 0.6 0.4 1.2
H -1.7 1.1 -1.0
H 1.5 -1.5 1.1
H -0.8 -0.2 0.3
N 1.7 2.7 -0.7
C 2.9 -0.4 -0.2
C -3.5 -3.2 0.1
N -0.2 0.6 0.4
H 2.0 1.5 -1.7
C -0.5 -3.0 0.7
C -1.0 3.3 -1.2
H 0.3 0.4 0.2



Record 8
Entry from the OMol25 dataset: one molecule with the formula C4H9ClN2O in a non-equilibrium geometry (ωB97M-V/def2-TZVPD).

Results
Gap between HOMO and LUMO, eV: 9.70
E_HOMO, eV: -8.857
Net charge: 0
Multiplicity: 1
E, Ha: -802.59782
LUMO level, eV: 0.84
SMILES: CN/C(CCl)=N\OC
Energy above the lowest of the compared OMol25 structures with the same formula, charge and spin, eV: 4.421

Positions of all 17 atoms, in Å:
N -1.124906 0.925119 0.519141
H -2.160238 1.054052 0.429331
H 0.494318 2.082472 0.308187
H -2.295153 -1.207989 1.495292
N 0.314693 -1.038941 -0.003380
C 2.759932 -0.925815 -0.369563
C -1.924417 -1.255963 0.432936
O 1.454164 -0.208102 -0.164393
H 3.572432 -0.171417 -0.217859
H 3.150993 -1.531656 -1.371686
H -0.376386 1.954002 -1.279987
C -0.403555 2.065555 -0.295522
C -0.749033 -0.377048 0.169091
H -0.866255 3.076274 0.041549
H 2.933285 -1.464629 0.469756
Cl -3.306525 -0.604912 -0.531892
H -1.473352 -2.371005 0.369000

Cartesian forces, eV/Å:
N 0.8 2.1 -2.6
H 1.5 -0.4 0.1
H 0.9 0.1 -1.1
H 0.6 0.3 -1.0
N 1.9 0.1 -1.0
C 0.5 1.7 -2.7
C 0.7 -2.8 1.4
O 1.6 -0.5 -0.9
H -1.1 0.2 -0.6
H -2.2 1.5 2.3
H 0.3 -0.7 -4.1
C -1.6 1.1 7.9
C -2.2 0.6 2.1
H 0.2 -1.8 -0.9
H 0.0 -2.5 2.3
Cl -0.1 -1.3 -0.3
H -1.9 2.3 -0.8



Record 9
Entry from the OMol25 dataset: one molecule with the formula C4H9ClN2S in a non-equilibrium geometry (ωB97M-V/def2-TZVPD).

Results
Gap between HOMO and LUMO, eV: 8.98
E_HOMO, eV: -8.208
Net charge: 0
Multiplicity: 1
E, Ha: -1125.57513
LUMO level, eV: 0.77
Energy above the lowest of the compared OMol25 structures with the same formula, charge and spin, eV: 2.691

Positions of all 17 atoms, in Å:
C 0.603285 0.951841 -0.783636
H -2.457145 -0.041539 -0.748011
H -0.410931 -1.691752 -0.742686
C -1.077197 1.757733 0.646314
H -0.298173 2.365968 1.107905
H 0.484587 0.468919 -1.765394
H -2.045995 1.847687 1.078518
H 0.891557 1.933941 -0.795328
C 1.465987 0.110393 0.289090
S 1.882468 -1.576936 -0.160190
N -0.904084 0.909524 -0.302006
H 0.221675 -3.345436 -0.146348
H 0.810147 -0.028141 1.116504
N -1.514847 -0.008039 -0.948668
Cl -0.309050 -1.963620 1.603979
C 0.198160 -2.223173 -0.062297
H 2.459559 0.532629 0.612256

Cartesian forces, eV/Å:
C -1.3 -3.9 1.3
H -2.7 0.1 1.0
H -0.9 0.2 -0.5
C -1.4 0.8 1.2
H 0.0 -0.4 -0.8
H 0.7 0.3 0.4
H -0.7 -0.1 0.3
H 0.7 2.4 -0.3
C 0.4 0.7 -1.6
S 0.2 -0.3 -0.8
N 4.4 0.5 -0.8
H 0.0 1.3 -0.5
H -0.1 0.4 1.0
N 1.3 0.0 -1.2
Cl -1.2 -0.1 0.9
C 1.9 -2.0 0.8
H -1.3 0.1 -0.5



Record 10
Entry from the OMol25 dataset: a 2-piece molecular cluster, C4H9ClNO overall in a non-equilibrium geometry (ωB97M-V/def2-TZVPD).

Results
Gap between HOMO and LUMO (alpha / beta), eV: 10.22 / 7.15
E_HOMO (alpha / beta), eV: -13.979 / -11.900
Net charge: +1
Multiplicity: 1
E, Ha: -747.56337
LUMO level (alpha / beta), eV: -3.75 / -4.75
Energy above the lowest of the compared OMol25 structures with the same formula, charge and spin, eV: 5.146

Positions of all 16 atoms, in Å:
H 0.793542 -1.121001 1.462429
H 1.306067 0.322005 -0.130358
H -1.463099 0.224100 0.168042
C 0.616968 -1.013463 -1.738064
N 0.497794 -0.270294 -0.425944
H -0.004379 -0.504759 -2.444125
H -0.621118 1.564017 -0.617544
H 0.785562 -2.254022 0.192175
O -0.609905 1.603656 1.847675
H 0.234681 -1.966580 -1.659257
C -0.758655 2.632416 2.416295
C -0.704667 0.494492 -0.501574
C 0.310114 -1.415416 0.589943
H 1.719651 -0.902610 -2.142067
H -0.752082 -1.565759 0.786725
Cl -1.350474 4.173219 2.195650

Cartesian forces, eV/Å:
H 0.7 0.4 1.7
H -0.6 -0.7 -0.7
H -1.0 -0.7 0.4
C 3.6 3.2 -1.9
N -0.4 -1.9 0.7
H -0.2 0.5 -0.5
H 0.3 0.0 -0.6
H 0.6 -1.4 -0.4
O -0.4 1.4 0.0
H -0.3 -2.1 0.4
C 1.0 -1.9 1.2
C -0.2 1.8 0.1
C -0.6 1.5 -0.2
H -2.2 -0.7 1.0
H 0.2 0.0 -0.3
Cl -0.5 0.6 -0.8



Record 11
Entry from the OMol25 dataset: an isolated ion of composition C4H9ClNO and charge +1 in a non-equilibrium geometry (ωB97M-V/def2-TZVPD).

Results
Gap between HOMO and LUMO, eV: 12.53
E_HOMO, eV: -16.544
Net charge: +1
Multiplicity: 1
E, Ha: -747.68229
LUMO level, eV: -4.02
SMILES: C[N+](C)(C)C(=O)Cl
Energy above the lowest of the compared OMol25 structures with the same formula, charge and spin, eV: 1.910

Positions of all 16 atoms, in Å:
H 1.092029 0.289454 -1.336499
H -1.761934 -1.117083 0.063139
C -0.615546 -1.144104 -0.179905
H -1.352537 0.836063 1.513838
Cl 1.257357 0.695717 2.810555
N 0.192344 -0.141567 0.517819
C 0.521188 -0.588674 1.985234
O 0.144792 -1.599649 2.374313
H -1.240760 1.231734 -0.189005
C 1.365001 0.009685 -0.378526
C -0.631040 1.028651 0.682831
H -0.445976 -1.065111 -1.266668
H 2.057711 0.783328 0.176443
H -0.206966 -2.124202 0.265632
H 0.061797 1.936433 0.769944
H 1.903460 -0.839595 -0.429240

Cartesian forces, eV/Å:
H -0.7 1.0 -1.6
H 2.3 0.2 -0.3
C -1.8 -3.5 1.1
H 0.8 0.6 -0.4
Cl 0.5 -0.1 0.5
N -0.4 -1.0 -0.7
C 0.3 1.9 -1.4
O -0.4 -1.9 0.8
H 0.1 -0.3 -0.4
C 1.6 4.5 4.0
C -0.1 3.3 0.2
H -0.3 -0.1 0.7
H -1.2 -1.2 -1.6
H -0.9 1.1 -1.4
H -1.4 -1.2 0.5
H 1.5 -3.2 0.0



Record 12
Entry from the OMol25 dataset: a 2-piece molecular cluster, C4H9ClNPS overall in a non-equilibrium geometry (ωB97M-V/def2-TZVPD).

Results
Gap between HOMO and LUMO (alpha / beta), eV: 7.85 / 5.15
E_HOMO (alpha / beta), eV: -7.170 / -9.173
Net charge: 0
Multiplicity: 3
E, Ha: -1412.14670
LUMO level (alpha / beta), eV: 0.68 / -4.02
<S²>: 2.01

Positions of all 17 atoms, in Å:
H 1.461728 -0.637642 -2.267382
H 1.083497 -2.207670 -2.031716
Cl -1.858045 2.057190 -0.819248
N 0.274444 -0.904678 -0.563470
H -1.751193 0.014091 -0.652627
H -0.296698 -1.337706 -2.427655
C 0.666164 -1.212021 -1.930181
C -1.124193 -0.864486 -0.302185
H -1.304809 -0.882299 0.781519
C -0.411692 1.550152 2.171611
S 3.120822 0.554076 -0.217695
C 0.652026 0.778013 1.803395
H -0.940122 2.025988 1.332753
P 1.215533 0.370550 0.069645
H -1.484256 -1.815402 -0.772685
H -0.661779 2.012034 3.202990
H 1.358580 0.499802 2.622935

Cartesian forces, eV/Å:
H 0.7 1.8 -1.2
H 0.2 -0.6 0.6
Cl -0.3 -0.1 -0.4
N 1.1 0.8 0.5
H 0.4 0.2 -0.5
H 0.5 0.9 -1.1
C -1.8 -2.6 0.7
C -0.2 -1.8 0.6
H 0.0 -0.1 -0.3
C 1.0 0.9 -0.6
S -0.1 -0.7 0.1
C -0.3 0.2 1.7
H -0.2 -0.5 0.8
P -0.9 2.1 1.1
H -0.5 1.0 0.5
H 0.8 -1.4 -1.6
H -0.5 -0.1 -0.9